{"formula": "C4H6N2OS", "method": "the ωB97M-V functional and the def2-TZVPD basis", "fmax_ha_per_bohr": 0.1198, "homo_ev": -8.54, "gap_ev": 8.5595, "elements": ["C", "C", "C", "C", "H", "H", "H", "H", "H", "H", "N", "N", "O", "S"], "coordinates": [[-2.4992, -0.7730, -0.2395], [-1.0310, -0.5008, -0.5030], [-0.2585, 0.0466, -1.5737], [0.9808, 0.0443, 0.2281], [-4.2744, 0.7184, 0.3543], [-2.8849, 0.0924, 1.7017], [-3.0043, -0.6169, -1.2545], [-2.4015, -1.7545, 0.1472], [-0.2347, -0.1105, -2.7401], [3.4910, -0.0434, -0.2671], [-3.0463, 0.4405, 0.4601], [-0.2154, -0.6183, 0.5939], [0.9525, 0.3494, -1.0966], [2.5855, 0.4538, 0.9988]], "forces_ev_per_a": [[-0.09, 2.98, -3.80], [1.78, 1.32, -1.08], [-1.70, -1.95, -1.18], [-2.20, -2.09, -0.27], [4.87, -2.01, 0.38], [-0.99, 1.86, -4.80], [0.54, -1.38, 1.13], [-1.45, -1.00, 0.85], [-0.65, 0.81, 2.67], [-2.23, 1.10, 2.92], [-2.66, -1.11, 5.45], [3.99, 3.07, -0.32], [0.51, 0.10, 1.11], [0.28, -1.71, -3.05]], "lowdin_charge": [-0.299, -0.313, -0.069, -0.667, 0.163, 0.175, 0.124, 0.085, 0.162, 0.031, -0.111, 0.115, -0.085, 0.691]}

***

{"formula": "C31H24BBr2CoN3O5", "method": "the ωB97M-V functional and the def2-TZVPD basis", "fmax_ha_per_bohr": 0.0284, "homo_ev": [-5.95, -6.00], "multiplicity": 2, "gap_ev": [3.3098, 3.3958], "elements": ["Co", "Br", "C", "C", "C", "C", "C", "C", "N", "C", "C", "C", "C", "C", "C", "N", "H", "H", "H", "H", "H", "H", "H", "H", "H", "C", "C", "O", "C", "C", "C", "C", "C", "C", "O", "H", "H", "H", "H", "H", "H", "H", "O", "C", "C", "C", "N", "C", "Br", "C", "H", "H", "H", "H", "O", "B", "O", "C", "C", "C", "C", "C", "C", "H", "H", "H", "H"], "coordinates": [[0.6894, -0.0277, 0.5573], [7.6073, -0.3635, -0.8927], [5.7362, -0.0674, -0.9615], [5.2538, 1.1701, -1.3570], [3.8931, 1.3743, -1.3741], [2.9901, 0.3617, -1.0150], [3.4989, -0.8762, -0.6100], [4.8735, -1.0719, -0.5798], [1.6178, 0.6308, -0.9773], [1.1910, 1.4795, -1.8905], [0.0113, 2.2472, -1.9520], [0.0522, 3.4627, -2.6756], [-0.8667, 4.4435, -2.4540], [-1.8794, 4.2344, -1.4838], [-2.0092, 3.0074, -0.9360], [-1.1662, 1.9702, -1.2751], [5.9331, 1.9713, -1.6107], [3.5173, 2.3667, -1.5853], [3.0254, -2.2149, 0.8580], [5.2676, -2.0166, -0.2305], [1.9015, 1.7353, -2.6717], [0.8900, 3.6251, -3.3404], [-0.8070, 5.3883, -2.9760], [-2.5494, 5.0320, -1.2012], [-2.7951, 2.7519, -0.2405], [-1.9124, -1.1789, 3.6556], [-1.1537, -0.2591, 2.7374], [-0.5652, -0.7995, 1.7849], [-1.1739, 1.1593, 2.9641], [-1.7565, 1.7010, 4.1282], [-1.9002, 3.0510, 4.2997], [-1.4927, 3.9165, 3.2713], [-0.9100, 3.4329, 2.1316], [-0.6636, 2.0430, 1.9617], [-0.0210, 1.6632, 0.9176], [-1.9948, -2.1585, 3.1914], [-2.9029, -0.7862, 3.8784], [-1.3624, -1.2844, 4.5933], [-2.0809, 1.0277, 4.9113], [-2.3214, 3.4535, 5.2107], [-1.6273, 4.9854, 3.3878], [-0.5655, 4.0938, 1.3454], [2.2116, -5.3521, -1.8163], [1.9419, -4.2064, -1.1279], [0.6475, -3.9719, -0.5781], [0.3684, -2.7202, -0.0872], [1.2353, -1.7186, 0.0186], [2.6394, -2.0337, -0.1680], [2.4293, 0.2406, 2.4120], [2.8922, -3.2628, -0.9974], [1.4445, -5.9304, -1.7865], [-0.1282, -4.7265, -0.6095], [-0.6390, -2.5047, 0.2410], [3.8738, -3.4072, -1.4264], [-1.2243, -0.4746, -1.8052], [-1.6699, 0.6311, -1.1076], [-2.8417, 0.3770, -0.4171], [-3.1498, -0.9280, -0.7211], [-4.2361, -1.6704, -0.3199], [-4.3213, -2.9671, -0.8181], [-3.3614, -3.4749, -1.6865], [-2.2686, -2.7136, -2.0905], [-2.1830, -1.4378, -1.5814], [-4.9875, -1.2537, 0.3369], [-5.1614, -3.5860, -0.5324], [-3.4625, -4.4870, -2.0547], [-1.5211, -3.0957, -2.7717]], "forces_ev_per_a": [[-0.15, 0.23, 0.71], [-0.11, 0.02, -0.03], [0.07, -0.13, 0.05], [0.00, 0.09, -0.05], [-0.07, 0.06, 0.02], [0.60, -0.29, -0.08], [-0.29, -0.07, 0.28], [0.13, 0.13, -0.05], [-0.47, 0.94, -0.76], [1.04, -1.00, 0.11], [-1.28, 0.49, 0.25], [0.36, -0.34, 0.15], [-0.51, 0.00, 0.35], [0.38, 0.48, -0.38], [-0.06, -0.62, -0.13], [0.56, 1.22, -0.58], [0.00, 0.00, 0.02], [0.04, 0.01, 0.04], [0.04, 0.09, 0.03], [-0.01, -0.01, -0.01], [-0.10, 0.02, -0.05], [0.02, 0.01, 0.05], [0.04, -0.01, -0.02], [-0.04, -0.05, 0.03], [-0.04, -0.07, -0.07], [-0.02, 0.00, -0.02], [0.06, -0.25, 0.01], [-0.37, -0.22, 0.26], [0.14, 0.38, -0.19], [0.02, -0.15, -0.12], [-0.03, 0.18, 0.07], [-0.05, -0.02, 0.05], [0.04, -0.06, -0.07], [-0.08, -0.12, 0.40], [-0.14, 0.56, -0.18], [0.04, 0.01, -0.02], [-0.01, -0.04, 0.04], [0.00, 0.02, 0.00], [-0.02, 0.03, -0.01], [-0.02, -0.04, -0.01], [0.00, 0.00, 0.01], [0.08, 0.02, 0.07], [0.06, -0.13, -0.07], [0.33, 0.42, 0.18], [-0.35, 0.00, 0.10], [0.00, -0.41, -0.06], [0.40, -0.56, -0.59], [0.02, -0.20, 0.11], [0.08, 0.05, 0.03], [-0.06, -0.15, -0.26], [-0.06, 0.03, 0.01], [0.00, 0.01, 0.01], [-0.02, 0.03, 0.03], [-0.03, -0.02, -0.08], [0.20, 0.49, -0.13], [-0.45, -1.22, 0.43], [0.20, 0.44, 0.06], [0.14, -0.37, -0.28], [0.00, 0.16, 0.07], [-0.02, -0.02, 0.00], [-0.01, -0.01, 0.03], [0.18, 0.10, -0.13], [-0.47, -0.13, 0.30], [0.02, -0.02, 0.01], [0.02, 0.00, 0.01], [0.00, 0.02, -0.02], [0.03, -0.01, 0.07]], "lowdin_charge": [0.284, 0.744, -0.666, -0.116, -0.014, -0.214, -0.135, -0.076, 0.076, -0.043, -0.111, 0.015, -0.017, -0.024, -0.005, 0.159, 0.103, 0.115, 0.141, 0.120, 0.129, 0.127, 0.118, 0.120, 0.148, 0.010, -0.340, -0.054, -0.097, -0.031, -0.093, -0.076, -0.013, -0.327, -0.152, 0.089, 0.085, 0.103, 0.109, 0.098, 0.104, 0.109, 0.050, -0.355, -0.031, -0.154, -0.035, -0.292, 0.063, 0.028, 0.095, 0.097, 0.105, 0.111, 0.237, -0.628, 0.227, -0.175, 0.016, -0.075, -0.072, 0.007, -0.188, 0.124, 0.105, 0.107, 0.129]}

***

{"formula": "C12H30AlN2O4", "method": "the ωB97M-V functional and the def2-TZVPD basis", "charge": 2, "fmax_ha_per_bohr": 0.0750, "homo_ev": [-15.66, -15.57], "multiplicity": 2, "gap_ev": [9.4820, 4.4234], "elements": ["Al", "C", "O", "C", "C", "N", "C", "C", "O", "C", "H", "H", "H", "H", "H", "H", "H", "H", "H", "H", "H", "H", "H", "H", "H", "C", "O", "C", "C", "N", "C", "C", "O", "C", "H", "H", "H", "H", "H", "H", "H", "H", "H", "H", "H", "H", "H", "H", "H"], "coordinates": [[-1.0309, 1.0727, 0.1643], [0.5762, 3.5580, 2.9006], [0.8652, 2.3130, 2.3027], [2.2391, 2.1935, 1.9576], [2.5449, 0.8142, 1.2353], [1.8526, 0.3657, -0.0081], [2.3671, 1.1782, -1.1037], [1.8400, 0.7218, -2.5382], [0.4479, 0.8200, -2.6723], [0.0714, 0.4097, -4.0178], [1.1973, 3.7054, 3.7841], [-0.4096, 3.7246, 3.3350], [0.8820, 4.4205, 2.3085], [2.7990, 2.3594, 2.8780], [2.4348, 3.0064, 1.2583], [2.3621, -0.0188, 1.9142], [3.5965, 0.7652, 0.9526], [2.2749, -0.5463, -0.1081], [3.4423, 1.0043, -1.0595], [2.1680, 2.2278, -0.8871], [2.2007, -0.2672, -2.8207], [2.1519, 1.3886, -3.3422], [0.1384, 1.1755, -4.7905], [-0.9779, 0.1485, -3.8800], [0.6305, -0.4283, -4.4340], [-0.2867, -0.3004, 3.6528], [-0.6845, -0.7547, 2.3941], [-0.6635, -2.1698, 2.2791], [-1.2324, -2.7145, 0.9529], [-0.5898, -2.0382, -0.2151], [-0.9984, -2.4065, -1.5311], [-2.3924, -1.8851, -1.7964], [-2.3702, -0.4997, -1.9827], [-3.7236, 0.0421, -2.1662], [-0.7335, 0.6458, 3.9581], [0.7776, -0.0824, 3.5643], [-0.5455, -1.0324, 4.4178], [-1.3945, -2.5248, 3.0055], [0.2833, -2.6361, 2.5518], [-2.3028, -2.5087, 0.9546], [-1.1563, -3.8017, 0.9719], [0.3593, -2.3280, -0.0271], [-0.7661, -3.4715, -1.5372], [-0.3033, -1.9609, -2.2428], [-3.0993, -2.0673, -0.9870], [-2.7240, -2.4521, -2.6663], [-3.8999, 0.9843, -1.6473], [-4.5835, -0.6205, -2.0679], [-3.6341, 0.4705, -3.1645]], "forces_ev_per_a": [[1.02, -0.46, 0.05], [1.12, 1.23, 1.25], [-1.28, -0.82, -0.54], [-0.68, -0.58, -1.48], [-0.14, -0.09, 1.14], [-1.21, 1.18, 0.71], [-0.31, -0.83, -1.89], [0.73, 1.54, 0.69], [-0.69, -1.00, -0.23], [-1.14, 0.19, 0.61], [0.38, -0.36, 0.29], [-0.39, -0.76, -0.82], [-0.37, -0.10, -0.67], [0.56, -0.44, -0.20], [0.49, 0.16, 0.00], [0.12, 0.24, 0.46], [0.39, 0.46, 0.63], [-0.30, -0.40, -0.31], [0.32, 0.53, -0.65], [-0.12, -0.02, -0.30], [0.05, -0.37, 0.35], [1.24, 0.22, 0.34], [0.19, 0.54, 0.43], [0.07, -0.13, -0.45], [0.21, -0.30, 0.57], [0.91, 0.45, 1.07], [-0.80, -0.45, -2.30], [-0.97, -0.23, 0.56], [-1.11, 2.71, 0.88], [0.45, -3.21, 2.09], [-0.01, 2.05, -0.26], [-0.63, -1.09, -0.28], [-0.58, 0.29, 0.74], [0.94, 1.34, -1.60], [-0.44, -0.08, -0.56], [0.17, -0.32, 0.66], [0.30, -0.04, 0.10], [0.10, -0.42, 0.28], [0.43, 0.30, -0.20], [0.00, 0.08, -0.25], [0.57, -0.18, -0.59], [1.21, 1.24, -0.41], [-0.67, -0.58, -0.33], [0.04, 0.13, -0.12], [0.10, -0.64, 0.14], [-0.42, 0.27, -0.31], [0.34, -0.37, 1.09], [0.50, -0.32, 0.11], [-0.68, -0.57, -0.46]], "lowdin_charge": [1.124, -0.099, -0.300, -0.158, -0.153, -0.119, -0.168, -0.200, -0.274, -0.065, 0.095, 0.102, 0.099, 0.138, 0.118, 0.106, 0.122, 0.106, 0.124, 0.124, 0.119, 0.130, 0.103, 0.073, 0.096, -0.080, -0.305, -0.186, -0.083, 0.147, -0.101, -0.218, -0.308, -0.035, 0.104, 0.086, 0.109, 0.140, 0.143, 0.134, 0.167, 0.153, 0.178, 0.142, 0.126, 0.151, 0.083, 0.110, 0.101]}